Computed, not measured: an isolated ion of composition C3H8N2 and charge +1 in a non-equilibrium geometry, with the ωB97M-V functional and the def2-TZVPD basis.

As for the LUMO energy (spin up / spin down): -4.673 / -7.928 eV. The expectation value of S² is 0.757. The energy above the lowest of the compared OMol25 structures with the same formula, charge and spin is 164.2 kJ/mol. Its total energy is -228.27592 Eh. The calculation puts the HOMO-LUMO gap (spin up / spin down) at 11.367 / 8.123 eV.

```
! wB97M-V def2-TZVPD RIJCOSX def2/J DEFGRID3
* xyz 1 2
C -1.8561 -0.4417 0.9716
C -0.6096 0.1725 0.3268
N 1.7346 0.5899 -1.3162
C 1.5411 -0.4501 -0.5396
N 0.3555 -0.8263 -0.0656
H -2.1120 0.1227 1.8552
H -2.6922 -0.4311 0.2716
H -1.7226 -1.4663 1.3162
H -0.8998 0.8636 -0.4692
H -0.1318 0.8152 1.0826
H 1.3455 1.5174 -1.1845
H 2.6327 0.6263 -1.7937
H 2.4147 -1.0924 -0.4553
*
```

Computed, not measured: a 2-piece molecular cluster, C3H8N2O overall in a non-equilibrium geometry, with the ωB97M-V functional and the def2-TZVPD basis.

As for the LUMO energy (spin up / spin down): 4.218 / 4.060 eV. The expectation value of S² is 0.757. The energy above the lowest of the compared OMol25 structures with the same formula, charge and spin is 241.4 kJ/mol. Its total energy is -303.73962 Eh. The calculation puts the HOMO-LUMO gap (spin up / spin down) at 2.625 / 7.711 eV.

```
! wB97M-V def2-TZVPD RIJCOSX def2/J DEFGRID3
* xyz -1 2
C -1.3257 -0.0099 1.0035
C -1.9315 0.0180 -0.2375
N -1.7864 0.9818 -1.3103
H -0.7769 0.8213 1.4351
H -1.5131 -0.9125 1.7334
H -2.7524 -0.6243 -0.5514
H -1.8063 0.4489 -2.1845
H -1.0346 1.7273 -1.1657
C 2.6354 -0.2493 -0.1111
N 1.7554 -0.4709 0.8774
O 2.7930 0.9130 -0.5623
H 3.1112 -1.2128 -0.5505
H 1.6728 -1.4388 0.9588
H 0.9591 0.0085 0.6650
*
```